Run one
ORCA calculation (wB97M-V/def2-TZVPD) on 2 unconnected molecules or ions with the total composition C9H11O3.

XYZ file:
```
23
Properties=species:S:1:pos:R:3
O 0.68775 -2.37568 -1.85538
O 2.05465 -4.08239 -1.28208
O -1.14243 -1.11035 -0.70919
C -0.67914 1.73900 1.50037
C 0.23547 2.24634 -0.74166
C -0.17629 1.00448 -1.21012
C -0.79423 0.11376 -0.31355
C 0.57940 3.80067 1.21701
C 1.03008 -3.44178 -1.15632
C -0.10483 2.60849 0.55616
C -0.11132 -3.99164 -0.28788
C -0.99716 0.49480 1.02637
H -0.45659 -4.95150 -0.71404
H 1.18149 4.45306 0.60095
H -1.40086 -0.31273 1.67848
H -0.51992 1.95045 2.53990
H -0.28528 4.40030 1.56680
H 1.17516 3.50618 2.08643
H 0.75289 2.84905 -1.48565
H 0.12337 -4.57080 0.61777
H -0.95491 -3.34335 -0.14577
H -0.28858 -1.49200 -1.33510
H 0.09131 0.50565 -2.15348
```

## Properties
LUMO energy in eV: 3.360
Molar mass in g mol⁻¹: 167.2
Spin multiplicity: 1
HOMO level in Eh: -0.16622
Charge: -1
Gap between HOMO and LUMO in Eh: 0.290

Atom-resolved charges from Löwdin, all expressed in e: -0.109 -0.018 -0.064 -0.079 -0.067 -0.020 -0.371 -0.090 -0.685 -0.308 -0.038 -0.033 0.067 0.056 0.119 0.100 0.073 0.067 0.103 0.062 0.041 0.073 0.121

=====

Run two
ORCA calculation (wB97M-V/def2-TZVPD) on 2 unconnected molecules or ions with the total composition C9H11O3.

XYZ file:
```
23
Properties=species:S:1:pos:R:3
O 0.54048 3.21185 1.35486
O -0.28104 -0.40030 1.61103
O 1.81650 1.36595 1.44713
C -0.34948 -0.85322 -2.04028
C -1.65081 -2.64460 -3.38091
C 2.79170 3.43033 2.14998
C 1.60276 2.60189 1.58998
C -1.56233 -1.89210 0.31834
C -1.26472 -1.91781 -2.13679
C -1.87897 -2.34415 -0.93478
C -0.55848 -0.88203 0.38684
C 0.05614 -0.46093 -0.76906
H 3.12294 2.87787 3.02905
H 0.83406 0.29438 -0.68365
H -0.01586 -0.36367 -2.94502
H 0.43982 0.27336 1.53081
H 3.55895 3.55029 1.39298
H 2.40525 4.39833 2.47349
H -1.22439 -3.65478 -3.36129
H -2.00567 -2.12059 1.27419
H -2.72903 -2.69949 -3.54586
H -2.68391 -3.07048 -1.02350
H -1.20500 -2.21026 -4.28353
```

## Properties
LUMO energy in eV: 3.252
Molar mass in g mol⁻¹: 167.2
Spin multiplicity: 1
HOMO level in Eh: -0.16958
Charge: -1
Gap between HOMO and LUMO in Eh: 0.289

Atom-resolved charges from Löwdin, all expressed in e: -0.071 0.039 -0.105 -0.043 -0.092 -0.048 -0.754 -0.018 -0.307 -0.086 -0.330 -0.025 0.055 0.110 0.101 0.055 0.053 0.053 0.074 0.105 0.069 0.099 0.067

=====

Most stable: run two. Least stable: run one.

=====

Run one
ORCA calculation (wB97M-V/def2-TZVPD) on 2 unconnected molecules or ions with the total composition C9H11O3.

XYZ file:
```
23
Properties=species:S:1:pos:R:3
O 1.06701 0.16708 -0.64119
O -0.46931 2.10765 -4.18731
O -0.14694 1.88786 -2.00469
C -0.44989 -1.19992 2.83572
C -1.33740 -1.63282 4.02657
C -0.75467 0.10026 2.38511
C -0.19993 1.30331 -3.20653
C 0.23088 -0.09447 -3.50856
C 0.59233 -1.91917 2.25604
C -0.27869 0.65310 1.25216
C 0.66256 -0.19641 0.54481
C 1.18259 -1.35341 1.13678
H 2.13023 -1.79347 0.82588
H -1.54018 -2.73140 4.08907
H -0.26474 1.66895 0.84222
H -0.55872 -0.60742 -3.93544
H -2.18999 -0.97771 3.95481
H 0.53474 1.32108 -1.22959
H -0.84713 -1.53473 4.86277
H 0.55518 -0.55845 -2.53143
H -1.43900 0.78913 2.98015
H 1.16414 -0.02336 -4.15780
H 0.96277 -2.81625 2.63224
```

## Properties
LUMO energy in eV: 3.419
Molar mass in g mol⁻¹: 167.2
Spin multiplicity: 1
HOMO level in Eh: -0.13799
Charge: -1
Gap between HOMO and LUMO in Eh: 0.264

Atom-resolved charges from Löwdin, all expressed in e: -0.145 -0.082 -0.033 -0.284 -0.065 -0.122 -0.560 -0.021 -0.078 -0.026 -0.404 -0.056 0.099 0.084 0.113 0.043 0.057 0.110 -0.007 0.074 0.119 0.108 0.077

=====

Run two
ORCA calculation (wB97M-V/def2-TZVPD) on 2 unconnected molecules or ions with the total composition C9H11O3.

XYZ file:
```
23
Properties=species:S:1:pos:R:3
O 4.51898 -1.73469 1.05457
O 3.72008 0.28481 1.47223
O 1.73980 1.19277 0.08130
C 0.08526 0.89012 -1.54471
C -3.64013 0.13933 -1.30618
C -1.22014 0.63853 -1.87272
C 0.52325 0.84896 -0.15862
C -2.21443 0.35157 -0.91986
C 3.57448 -1.03015 1.33140
C -0.51204 0.64225 0.78008
C -1.84078 0.47328 0.41120
C 2.19430 -1.61853 1.48288
H 2.33291 -2.54072 2.05160
H 1.88906 -1.84408 0.46163
H 0.93788 1.13308 -2.16849
H -1.49791 0.59098 -2.93252
H -3.87487 0.44242 -2.32731
H 2.97530 0.77393 0.97490
H -0.20495 0.76168 1.82045
H -4.31364 0.82326 -0.75945
H 1.54144 -0.95699 2.04673
H -4.11253 -0.83367 -1.15315
H -2.60131 0.57186 1.17404
```

## Properties
LUMO energy in eV: 3.480
Molar mass in g mol⁻¹: 167.2
Spin multiplicity: 1
HOMO level in Eh: -0.12797
Charge: -1
Gap between HOMO and LUMO in Eh: 0.256

Atom-resolved charges from Löwdin, all expressed in e: 0.043 0.040 -0.139 -0.040 -0.104 -0.098 -0.463 -0.334 -0.612 -0.063 -0.094 -0.004 0.077 0.094 0.096 0.096 0.059 0.062 0.095 0.066 0.066 0.060 0.095

=====

Most stable: run two. Least stable: run one.

=====

Run one
ORCA calculation (wB97M-V/def2-TZVPD) on a single C4H6FN3 molecule.

XYZ file:
```
14
Properties=species:S:1:pos:R:3
F -0.78978 1.68219 -1.10772
N 0.28620 -1.20416 2.11387
N 0.33142 -0.43212 1.00170
N -0.85580 -1.81650 2.09679
C 1.43256 0.52444 0.88068
C -1.60559 -1.47313 0.98864
C -0.79200 -0.59162 0.27437
C -1.01952 0.36765 -1.28560
H 1.42927 0.83589 -0.19791
H 1.15149 1.32877 1.46705
H -0.39866 -0.20866 -2.09498
H -2.50787 -2.10560 0.73672
H -2.18891 0.23182 -1.35024
H 2.27181 0.13452 1.40513
```

## Properties
LUMO energy in eV: 0.777
SMILES: Cn1nncc1CF
Molar mass in g mol⁻¹: 115.1
Spin multiplicity: 1
HOMO level in Eh: -0.35390
Charge: 0
Gap between HOMO and LUMO in Eh: 0.382

Atom-resolved charges from Löwdin, all expressed in e: -0.043 0.013 -0.184 -0.035 0.008 -0.126 -0.136 -0.113 0.105 0.062 0.130 0.113 0.126 0.080

=====

Run two
ORCA calculation (wB97M-V/def2-TZVPD) on a molecular structure, C4H6FN3.

XYZ file:
```
14
Properties=species:S:1:pos:R:3
F 2.53543 0.61767 -0.52496
N -0.02623 -1.62539 -0.15714
N 0.07641 2.04508 0.09146
N -0.50652 -0.30800 0.12939
C 1.24272 -1.41859 0.02243
C -1.78583 0.07901 -0.30596
C 1.67057 0.04884 0.31751
C 0.41423 0.70127 0.14309
H -1.04163 2.03270 -0.25135
H -2.45059 0.07999 1.01845
H 1.90133 0.12479 1.43603
H -1.84612 1.12379 -1.02082
H 1.81224 -2.39050 -0.00830
H -1.99602 -1.11066 -0.88983
```

## Properties
LUMO energy in eV: 0.089
Molar mass in g mol⁻¹: 115.1
Spin multiplicity: 1
HOMO level in Eh: -0.32720
Charge: 0
Gap between HOMO and LUMO in Eh: 0.330

Atom-resolved charges from Löwdin, all expressed in e: 0.068 0.127 0.096 -0.273 -0.050 -0.124 -0.296 -0.377 0.048 0.190 0.190 0.117 0.130 0.155

=====

Most stable: run one. Least stable: run two.